# 1
Entry from OMol25: a 9-piece molecular cluster, C42H54O4 overall (the ωB97M-V functional and the def2-TZVPD basis).

Structure (XYZ):
```
100
Properties=species:S:1:pos:R:3:forces:R:3
C 12.069 22.952 12.104 0.16 0.12 -0.04
C 11.100 23.417 11.210 -0.63 0.09 1.40
C 11.032 22.854 9.955 1.96 0.13 1.42
C 12.006 21.958 9.588 -0.16 -0.25 0.27
C 12.980 21.533 10.464 -0.83 0.24 -0.26
C 13.031 22.020 11.733 -0.18 0.34 0.36
H 12.108 23.288 13.112 -0.19 0.55 0.67
H 10.322 24.139 11.554 0.86 -0.60 -0.33
H 10.371 23.215 9.270 -1.97 0.69 -1.80
H 11.970 21.532 8.631 0.01 -0.51 -1.28
H 13.620 20.764 10.186 1.28 -1.12 -0.68
H 13.823 21.647 12.376 -0.31 0.27 0.31
C 16.191 12.221 12.729 0.70 1.32 -0.03
C 15.976 11.070 13.455 -0.20 -0.88 1.45
C 15.871 9.808 12.870 -0.43 -0.21 -1.40
C 15.928 9.711 11.458 0.49 0.85 0.47
C 16.213 10.892 10.736 -0.98 -1.00 -0.82
C 16.296 12.146 11.320 0.31 0.73 0.39
H 16.386 13.165 13.331 -0.56 -1.01 -1.15
H 15.851 11.102 14.564 0.27 0.23 -1.00
H 15.684 8.932 13.489 0.04 0.21 -0.16
H 15.775 8.800 10.850 0.18 0.40 0.86
H 16.216 10.758 9.640 0.21 0.47 0.59
H 16.441 13.052 10.674 -0.12 -1.08 0.85
C 12.718 12.228 16.653 -0.85 0.66 0.65
C 12.878 12.546 15.291 0.97 0.50 0.92
C 13.455 13.760 14.920 -0.04 0.24 1.52
C 13.816 14.697 15.884 -0.48 -0.04 0.50
C 13.625 14.414 17.226 -0.10 -0.76 0.58
C 13.062 13.198 17.638 0.04 0.00 -2.18
H 12.156 11.320 16.970 0.73 0.65 -0.38
H 12.665 11.879 14.491 -0.43 -0.73 -0.26
H 13.634 14.032 13.922 -0.02 -0.03 -1.35
H 14.123 15.701 15.636 0.38 -0.04 -0.38
H 13.915 15.099 18.020 -0.14 0.20 -0.32
H 12.815 13.127 18.669 -0.05 -0.64 0.69
C 19.807 16.665 9.534 1.77 0.93 -0.32
C 19.073 16.713 8.391 -0.13 -0.06 -1.60
C 17.889 16.022 8.304 -0.34 0.13 -1.23
C 17.427 15.301 9.398 -0.75 0.68 -0.45
C 18.145 15.301 10.578 0.70 0.56 0.46
C 19.393 15.973 10.616 -0.81 -1.14 1.29
H 20.774 17.169 9.541 -0.16 -0.10 0.14
H 19.496 17.183 7.507 -0.23 0.22 0.15
H 17.333 16.075 7.334 0.34 -0.27 1.12
H 16.432 14.897 9.254 0.15 -0.43 0.53
H 17.729 14.889 11.493 0.16 -0.29 -0.17
H 20.093 15.929 11.453 -0.64 -0.08 0.13
C 16.503 20.382 9.329 -0.12 -1.32 -0.25
C 15.910 21.171 8.364 -0.12 0.64 -0.24
C 14.858 20.684 7.584 -0.35 1.06 -0.07
C 14.423 19.385 7.784 -0.76 0.66 -1.14
C 15.073 18.549 8.644 0.53 -1.06 1.13
C 16.131 19.030 9.419 -0.20 0.22 -0.32
H 17.277 20.772 9.966 0.26 0.09 0.04
H 16.295 22.183 8.235 -0.35 -0.13 -0.02
H 14.282 21.359 6.894 0.89 -0.78 0.66
H 13.571 19.068 7.197 -0.03 -0.29 0.09
H 14.751 17.500 8.779 0.24 0.65 -0.28
H 16.674 18.307 10.016 0.04 0.23 0.34
C 9.245 15.635 9.285 -1.67 0.04 -0.35
C 8.385 15.650 10.545 0.49 0.79 0.73
C 8.793 14.861 11.819 0.15 -0.30 -1.35
O 7.355 16.281 10.561 -0.12 -0.08 -0.06
H 9.347 16.622 8.794 -0.30 -0.40 0.56
H 8.617 15.006 8.597 1.01 0.27 0.28
H 10.208 15.251 9.503 0.92 -0.67 -0.10
H 9.870 14.607 11.899 -0.75 0.11 -0.24
H 8.158 13.958 11.738 0.46 0.16 0.39
H 8.484 15.438 12.678 -0.18 0.09 0.20
C 16.788 17.078 16.376 2.04 0.29 0.00
C 17.138 15.914 15.410 0.58 0.95 0.80
C 18.351 15.087 15.806 -0.52 -0.29 0.92
O 16.504 15.762 14.405 -0.31 -0.36 -0.63
H 16.220 17.821 15.841 -0.18 0.21 -0.20
H 17.747 17.560 16.789 -1.27 -0.68 -0.73
H 16.237 16.791 17.256 -0.30 -0.53 0.23
H 18.392 14.076 15.400 -0.28 0.20 -0.34
H 18.224 14.982 16.899 0.56 0.00 -0.28
H 19.305 15.581 15.588 -0.33 0.17 0.11
C 12.763 12.513 9.628 0.26 0.27 0.86
C 13.433 13.524 8.763 -0.92 0.22 0.25
C 12.536 14.204 7.736 -0.17 -2.51 0.08
O 14.610 13.751 8.870 0.55 0.39 -0.33
H 12.145 11.864 9.030 -0.16 -0.50 -0.18
H 12.080 13.073 10.292 0.26 -0.20 -0.09
H 13.531 11.991 10.226 -0.55 0.04 -0.29
H 11.464 13.982 7.913 0.71 0.24 -0.14
H 12.872 13.652 6.841 -0.45 0.38 -0.16
H 12.721 15.221 7.596 0.38 1.59 -0.09
C 14.495 15.913 11.389 0.40 0.82 0.57
C 13.058 16.095 11.837 -0.44 -0.07 0.10
C 12.681 17.334 12.591 -0.76 -0.07 -0.22
O 12.177 15.276 11.611 0.88 0.08 -0.26
H 14.557 15.038 10.804 0.03 -0.90 -0.85
H 15.205 15.749 12.225 -0.59 0.33 -0.03
H 14.897 16.781 10.815 -0.50 -0.49 0.48
H 13.407 17.569 13.346 0.15 -0.05 0.73
H 11.628 17.249 12.921 0.75 -0.05 0.27
H 12.700 18.193 11.943 0.15 0.42 -0.66
```
Forces are in eV/Å.

Values from the calculation:
**E_LUMO**: 0.0166 Eh
**Gap between HOMO and LUMO**: 9.52 eV
**SMILES**: c1ccccc1.c1ccccc1.c1ccccc1.c1ccccc1.c1ccccc1.CC(C)=O.CC(C)=O.CC(C)=O.CC(C)=O
**Highest occupied orbital energy**: -9.1 eV
**Electronic energy**: -1933.679504 a.u.
**Strongest force on any atom**: 2.76 eV/A

---

# 2
Entry from OMol25: C41H42N12O2STi as an isolated structure (the ωB97M-V functional and the def2-TZVPD basis).

Structure (XYZ):
```
99
Properties=species:S:1:pos:R:3:forces:R:3
Ti -0.659 -1.061 0.552 -0.61 -0.16 -1.34
N 1.972 -0.403 3.913 -1.62 0.29 -0.39
C 3.149 -1.165 3.968 0.56 -1.81 -1.11
C 4.200 -0.796 4.795 -0.76 0.46 -0.07
C 5.406 -1.434 4.647 1.24 -0.20 0.95
C 5.578 -2.458 3.729 -0.02 0.23 0.50
C 4.524 -2.932 2.986 -1.27 -0.03 -0.67
C 3.275 -2.292 3.109 1.10 1.09 0.30
S 2.007 -2.781 1.976 0.10 -0.72 -0.08
N 0.990 -1.433 1.989 -0.90 1.67 0.42
C 1.008 -0.535 2.970 1.41 -1.79 -0.43
C -0.106 0.376 2.951 -1.76 2.59 0.92
C -0.499 1.136 4.076 0.63 -0.52 -0.43
C -1.293 2.254 3.872 -0.97 0.17 -0.36
C -1.738 2.570 2.569 -0.23 1.43 0.70
C -1.424 1.748 1.532 0.08 -1.58 -0.13
N -0.730 0.596 1.751 1.36 0.46 0.53
H 1.957 0.426 4.495 -0.15 -0.10 -0.03
H 4.059 -0.007 5.538 0.11 -0.13 -0.23
H 6.249 -1.190 5.325 -0.66 0.00 -0.65
H 6.544 -2.888 3.638 0.62 -0.46 -0.10
H 4.644 -3.774 2.277 -0.03 0.61 0.52
H -0.178 0.853 5.088 0.03 0.26 -0.53
H -1.619 2.866 4.721 0.24 -0.20 -0.37
H -2.329 3.484 2.348 0.52 -0.70 0.40
H -1.718 1.897 0.496 -0.22 0.08 0.29
C -2.479 -5.818 2.574 0.21 -0.24 1.26
N -2.205 -4.384 2.811 0.19 -0.40 -2.01
C -2.230 -3.941 4.183 0.71 0.37 0.94
C -1.919 -3.589 1.769 -0.23 0.15 1.67
N -1.815 -2.266 1.843 0.66 0.17 -1.07
N -1.788 -4.213 0.540 -0.51 -0.08 -0.80
C -1.110 -3.759 -0.569 0.67 -0.36 0.47
N -1.359 -4.413 -1.728 -0.06 0.94 1.86
N -0.174 -2.833 -0.373 -0.10 -0.39 -1.16
H -2.920 -6.220 3.517 0.42 0.12 -1.01
H -1.591 -6.385 2.295 0.19 0.11 0.30
H -3.186 -5.952 1.784 -0.85 -0.07 -0.36
H -2.799 -4.697 4.752 0.21 0.80 -0.10
H -2.699 -2.949 4.238 -0.02 -0.41 0.37
H -1.182 -3.894 4.613 -1.11 -0.02 -0.50
H -2.097 -1.840 2.720 0.16 -0.35 0.08
H -2.345 -5.051 0.429 0.19 0.01 -0.06
H -2.266 -4.849 -1.760 0.06 -0.36 -0.57
H -0.978 -4.014 -2.563 0.08 -0.14 -0.51
H 0.475 -2.750 -1.185 -0.71 -0.02 0.79
C 1.299 -0.518 -3.250 0.22 0.00 0.21
C 0.422 -0.528 -2.177 0.60 0.26 -0.76
N 0.821 -0.222 -0.925 -1.40 -0.24 0.49
C 2.057 0.211 -0.688 0.59 0.03 0.40
C 3.008 0.252 -1.697 -0.74 0.10 -1.79
C 2.603 -0.126 -3.006 -0.74 0.00 1.39
C 4.415 0.474 -1.573 2.12 0.54 2.26
C 5.152 0.930 -0.514 -0.49 -0.30 -0.60
C 4.640 1.842 0.524 0.39 -0.49 0.91
C 5.069 1.868 1.887 -1.19 0.46 -1.48
C 4.433 2.801 2.703 1.15 -1.06 -0.09
N 3.548 3.617 2.223 -2.03 0.75 -0.10
C 3.157 3.458 0.968 0.40 1.08 -0.27
N 3.696 2.664 0.057 -0.69 -0.10 0.75
H 1.037 -0.858 -4.249 -0.33 0.25 0.23
H -0.621 -0.729 -2.336 -0.18 -0.33 0.16
H 2.329 0.521 0.330 -0.29 -0.40 -0.41
H 3.305 -0.123 -3.803 0.59 0.00 -0.47
H 4.964 0.054 -2.389 0.45 -0.39 -0.24
H 6.204 0.682 -0.417 0.06 0.11 -0.50
H 5.791 1.206 2.283 0.71 -0.64 0.14
H 4.606 2.888 3.764 0.49 -0.04 0.19
H 2.371 4.133 0.650 -0.04 -0.01 -0.18
C 0.856 3.610 -3.417 0.72 -0.03 0.55
O -0.477 3.093 -3.528 0.10 -0.01 -0.61
C -1.177 3.465 -4.639 0.10 0.28 -0.57
C -0.564 4.176 -5.721 -1.02 -0.12 0.75
C -1.364 4.707 -6.731 -0.18 -0.41 0.09
C -2.737 4.469 -6.703 -1.10 0.42 -0.67
C -3.331 3.658 -5.748 -0.06 -1.01 0.35
C -2.571 3.109 -4.676 1.66 1.34 -1.76
N -3.203 2.237 -3.811 1.63 -2.21 2.63
C -2.741 1.502 -2.732 0.41 2.16 -3.08
C -3.666 0.829 -1.938 -0.99 -1.97 2.41
C -5.038 1.182 -2.032 0.96 -0.10 -0.57
C -6.014 0.433 -1.455 -1.31 0.00 0.21
C -5.716 -0.688 -0.683 -0.13 0.55 -0.68
C -4.405 -0.979 -0.428 1.64 -0.17 0.27
C -3.322 -0.245 -0.958 -2.09 1.61 -1.59
O -2.065 -0.501 -0.615 1.85 -0.60 1.45
H 1.111 3.469 -2.358 0.16 -0.16 -0.41
H 0.921 4.682 -3.607 -0.35 0.01 -0.07
H 1.603 3.120 -4.082 -0.72 0.00 0.43
H 0.499 4.388 -5.748 -0.13 -0.19 0.21
H -0.979 5.269 -7.597 0.11 -0.29 0.77
H -3.341 4.956 -7.499 0.30 -0.70 0.71
H -4.374 3.277 -5.830 0.67 0.82 -0.11
H -4.130 1.978 -4.129 -0.20 0.31 0.23
H -1.658 1.422 -2.566 -0.59 0.53 -0.16
H -5.298 2.051 -2.639 -0.16 -0.21 0.39
H -7.048 0.731 -1.605 0.11 -0.13 0.06
H -6.499 -1.327 -0.313 -0.16 0.02 0.21
H -4.183 -1.810 0.225 0.20 -0.09 0.11
```
Forces are in eV/Å.

Values from the calculation:
**E_LUMO (spin up / spin down)**: -0.4474 / -0.4474 Eh
**Gap between HOMO and LUMO (spin up / spin down)**: 4.53 / 4.53 eV
**ΔE to the lowest compared entry with this formula, charge and spin**: 2.3 kJ/mol
**Highest occupied orbital energy (spin up / spin down)**: -16.7 / -16.7 eV
**Electronic energy**: -3641.533372 a.u.
**Strongest force on any atom**: 3.80 eV/A
**Charge**: +4

---

# 3
Entry from OMol25: C46H45FN7O4RuS as an isolated structure (the ωB97M-V functional and the def2-TZVPD basis).

Structure (XYZ):
```
105
Properties=species:S:1:pos:R:3:forces:R:3
Ru 0.221 0.428 0.302 0.86 1.55 -0.47
C 2.669 2.075 -0.836 0.08 -0.16 -0.14
C 3.754 1.475 0.020 -0.04 -0.22 0.09
C 3.329 0.612 1.182 -0.15 0.13 0.12
C 4.289 -0.211 1.760 0.18 -0.06 0.03
C 3.983 -0.936 2.895 0.12 -0.08 0.04
C 2.720 -0.799 3.449 0.13 -0.14 0.17
C 1.816 0.016 2.812 0.07 0.34 -0.05
N 2.088 0.706 1.690 -0.49 -0.18 0.01
N 1.691 1.127 -1.388 0.09 -0.56 0.50
C 0.836 1.824 -2.340 -0.12 0.26 0.18
C -0.093 2.746 -1.611 -0.09 0.24 0.08
C -0.655 3.842 -2.243 0.01 0.15 -0.07
C -1.525 4.653 -1.537 -0.13 0.07 -0.05
C -1.783 4.359 -0.206 -0.05 0.22 -0.07
C -1.182 3.254 0.355 0.15 -0.02 0.19
N -0.370 2.445 -0.333 -0.03 -0.98 -0.12
C 2.237 -0.085 -1.975 -0.24 -0.11 -0.08
C 1.119 -1.075 -2.222 -0.19 0.10 0.10
C 1.338 -2.202 -2.987 0.15 -0.13 -0.19
C 0.305 -3.096 -3.188 0.03 -0.15 -0.11
C -0.935 -2.828 -2.634 -0.13 -0.11 -0.03
C -1.080 -1.690 -1.871 0.24 0.32 -0.07
N -0.072 -0.825 -1.657 -0.58 -0.09 0.44
H 3.151 2.621 -1.651 0.06 0.10 -0.11
H 2.113 2.786 -0.240 -0.18 0.25 0.08
H 4.311 2.318 0.435 0.08 0.02 0.00
H 4.468 0.918 -0.587 0.04 -0.03 0.00
H 5.282 -0.267 1.318 -0.21 0.01 0.06
H 4.722 -1.592 3.344 -0.08 0.09 -0.04
H 2.438 -1.330 4.351 0.02 0.07 -0.10
H 0.819 0.145 3.204 -0.03 -0.15 -0.15
H 0.234 1.109 -2.881 -0.10 -0.20 -0.15
H 1.429 2.376 -3.076 0.05 0.10 -0.01
H -0.405 4.052 -3.279 -0.04 -0.03 0.13
H -1.994 5.506 -2.016 0.08 -0.07 0.06
H -2.435 4.983 0.395 0.08 -0.07 -0.06
H -1.332 3.001 1.396 -0.04 -0.02 -0.12
H 2.930 -0.549 -1.280 0.13 -0.04 0.16
H 2.775 0.117 -2.908 0.05 -0.05 -0.10
H 2.321 -2.381 -3.414 -0.12 0.04 0.04
H 0.462 -3.992 -3.775 0.00 0.05 0.03
H -1.776 -3.497 -2.778 0.11 0.09 0.01
H -2.027 -1.439 -1.414 0.04 0.02 0.05
F -5.599 -0.373 4.209 -0.57 0.44 0.05
C -4.641 -1.284 4.098 0.26 -0.30 0.15
C -3.815 -1.220 3.031 0.09 0.28 -0.39
C -2.822 -2.189 2.863 -0.33 -0.61 0.65
C -1.868 -2.080 1.837 -0.24 -0.63 0.84
O -1.898 -1.085 1.033 -1.38 1.84 -0.94
C -0.867 -2.988 1.706 1.02 -0.97 0.23
C -0.944 -4.111 2.502 0.54 -0.20 -0.48
N -1.884 -4.315 3.429 -0.14 -0.48 0.45
C -1.999 -5.709 3.910 0.06 0.19 0.16
C -3.270 -6.330 4.392 -0.14 0.01 -0.05
C -2.112 -6.140 5.340 0.03 0.13 0.16
C -2.766 -3.294 3.735 -0.37 0.17 0.04
C -3.588 -3.280 4.877 -0.01 -0.43 0.10
C -4.507 -2.277 5.085 0.00 0.10 0.01
N -5.263 -2.255 6.282 -0.35 0.27 0.14
C -5.752 -0.946 6.765 0.04 -0.48 0.11
C -6.141 -1.101 8.253 0.13 -0.10 -0.18
N -5.667 -2.454 8.716 -0.54 0.10 -0.57
C -6.407 -3.556 7.998 0.09 0.13 -0.23
C -6.287 -3.287 6.474 0.16 0.26 0.25
C 0.336 -2.777 0.762 0.08 0.32 0.19
O 0.709 -3.760 0.140 0.06 0.25 0.17
O 0.855 -1.605 0.815 -0.23 -0.49 -0.31
H -3.957 -0.438 2.294 0.15 -0.05 0.10
H -0.209 -4.903 2.382 -0.18 0.07 -0.12
H -1.396 -6.351 3.291 0.09 0.08 -0.13
H -3.478 -7.330 4.034 0.01 0.05 0.00
H -4.153 -5.712 4.497 0.13 -0.06 0.01
H -1.542 -7.011 5.635 0.01 0.05 -0.06
H -2.170 -5.386 6.116 -0.03 -0.05 -0.11
H -3.510 -4.051 5.637 0.05 0.22 -0.15
H -6.618 -0.592 6.213 -0.16 -0.03 -0.05
H -4.972 -0.204 6.650 0.24 0.09 0.07
H -7.215 -1.063 8.400 -0.13 -0.10 0.06
H -5.681 -0.337 8.869 0.14 0.06 0.10
H -5.728 -2.553 9.719 -0.06 -0.05 0.38
H -4.699 -2.529 8.421 0.42 -0.03 0.03
H -7.439 -3.545 8.330 -0.09 0.07 0.12
H -5.960 -4.501 8.287 0.12 -0.04 0.06
H -7.251 -2.959 6.077 -0.06 0.02 -0.05
H -6.007 -4.197 5.952 0.05 -0.05 0.01
C -3.909 4.018 9.698 0.07 -0.01 0.02
C -3.444 3.324 8.441 0.03 -0.37 -0.03
O -3.737 2.181 8.162 -0.03 0.31 -0.03
S -2.388 4.363 7.445 -0.19 0.06 0.05
C -2.138 3.382 5.995 -0.16 -0.07 -0.04
C -3.096 3.372 4.981 0.01 -0.11 -0.28
C -2.897 2.607 3.837 -0.03 0.12 0.11
C -1.734 1.822 3.689 -0.13 -0.47 -0.26
C -0.770 1.870 4.713 0.08 0.06 0.14
C -0.970 2.646 5.845 0.18 -0.17 -0.14
C -1.572 0.955 2.560 -0.86 0.17 1.50
C -1.433 0.202 1.574 2.30 -0.14 -2.15
H -4.988 3.889 9.799 0.07 0.00 -0.04
H -3.665 5.078 9.693 -0.02 -0.01 0.02
H -3.429 3.548 10.561 -0.03 0.01 -0.11
H -3.996 3.972 5.085 0.13 -0.11 -0.02
H -3.645 2.593 3.049 0.08 0.03 0.13
H 0.145 1.298 4.608 -0.13 0.12 0.11
H -0.210 2.688 6.620 -0.10 -0.06 -0.10
```
Forces are in eV/Å.

Values from the calculation:
**E_LUMO (spin up / spin down)**: -0.1901 / -0.1939 Eh
**Spin multiplicity**: 2
**Gap between HOMO and LUMO (spin up / spin down)**: 5.11 / 5.76 eV
**ΔE to the lowest compared entry with this formula, charge and spin**: 467.2 kJ/mol
**⟨S²⟩**: 0.8991
**Highest occupied orbital energy (spin up / spin down)**: -10.3 / -11.0 eV
**Electronic energy**: -3056.484033 a.u.
**Strongest force on any atom**: 3.15 eV/A
**Charge**: +2

---

# 4
Entry from OMol25: one molecule with the formula C6H8O3 (the ωB97M-V functional and the def2-TZVPD basis).

Structure (XYZ):
```
17
Properties=species:S:1:pos:R:3:forces:R:3
C -2.312 -0.026 0.774 -2.19 1.24 -1.58
C -1.554 -0.088 -0.580 -1.88 -1.38 -0.86
O -0.774 1.074 -0.598 1.67 0.35 -0.70
C 0.462 0.592 -0.255 0.60 -1.37 -0.28
C 0.552 -0.729 -0.303 -2.12 1.72 0.29
C 1.850 -1.204 0.076 1.61 -1.26 0.37
O 2.659 0.025 0.069 -0.64 0.82 -0.40
C 1.794 1.177 -0.087 -0.67 2.58 -2.73
O -0.616 -1.303 -0.740 -1.53 1.41 0.50
H -2.475 1.222 0.670 -0.08 -3.59 1.42
H -1.755 -0.425 1.640 0.01 0.77 -0.43
H -3.341 -0.620 0.748 2.13 1.45 -0.09
H -2.297 0.018 -1.488 1.55 -0.82 1.72
H 2.125 -2.048 -0.631 0.67 1.21 0.60
H 2.001 -1.556 1.125 -0.58 -0.24 -0.73
H 1.971 1.916 -1.072 0.26 -2.23 1.90
H 1.710 1.975 0.654 1.17 -0.63 0.99
```
Forces are in eV/Å.

Values from the calculation:
**E_LUMO**: 0.0308 Eh
**Gap between HOMO and LUMO**: 8.72 eV
**ΔE to the lowest compared entry with this formula, charge and spin**: 405.9 kJ/mol
**SMILES**: CC1OC2=C(COC2)O1
**Highest occupied orbital energy**: -7.9 eV
**Electronic energy**: -458.995585 a.u.
**Strongest force on any atom**: 3.86 eV/A